204
Properties=species:S:1:pos:R:3:lowdin_charge:R:1 method="wB97M-V/def2-TZVPD" total_charge=0 orbital_gap_ev=7.54 multiplicity=1
O 1.865 3.731 -3.038 -0.18
O 0.803 -0.676 2.037 -0.30
O 2.466 -3.081 -5.562 -0.18
O 1.184 1.096 4.877 -0.15
O -3.412 1.189 2.588 -0.14
O 0.887 -3.623 -2.167 -0.22
O 0.125 -3.866 1.946 -0.22
O -2.662 -5.862 -2.013 -0.20
O -1.119 6.456 2.924 -0.20
O -3.375 0.345 -2.170 -0.17
O -4.080 3.700 -1.492 -0.14
O 4.146 -1.122 2.082 -0.12
N 0.514 -0.014 -5.617 0.03
N -2.807 -4.134 0.017 0.07
N -1.185 4.123 0.983 -0.03
N 2.621 1.249 -0.361 -0.07
N -2.107 -4.313 4.791 0.05
N 4.536 0.412 -1.364 -0.01
N 1.993 -5.317 -5.342 0.01
N -1.256 2.047 0.375 -0.08
N 0.157 0.896 -3.299 -0.08
N -3.492 1.407 5.428 0.04
N 0.262 1.515 -0.960 -0.10
N 2.626 4.253 5.799 0.04
C 5.652 1.258 0.485 -0.04
C 0.094 0.260 -0.244 -0.27
C -1.254 2.433 5.586 -0.11
C -3.506 1.417 0.255 -0.18
C -2.270 -2.612 3.167 -0.10
C -1.772 -4.676 -1.979 -0.16
C 2.725 1.860 -1.711 -0.30
C 1.621 -2.790 -1.278 -0.15
C -0.760 7.782 3.140 -0.14
C 0.653 -1.525 -3.789 -0.04
C 0.720 3.188 1.933 -0.06
C -1.451 -2.454 -0.893 -0.05
C 1.557 2.528 4.659 -0.16
C 1.777 -4.203 -3.105 -0.13
C 1.358 -1.029 -5.057 -0.35
C -2.214 1.323 3.398 -0.14
C 2.336 5.032 -2.839 -0.12
C -0.349 -1.339 2.456 -0.17
C -2.988 3.661 -0.585 -0.19
C 1.554 -2.161 -6.101 -0.15
C -1.288 1.052 -3.298 -0.26
C 0.542 0.414 3.752 -0.11
C 3.720 -0.536 0.839 -0.18
C 1.765 3.141 6.062 -0.43
C -3.358 0.124 1.648 -0.21
C 0.836 -0.784 -1.036 -0.13
C 1.596 2.982 -1.868 -0.17
C -2.519 2.177 4.685 -0.34
C -0.277 -4.109 3.294 -0.20
C 1.009 -4.904 -4.309 -0.31
C -0.490 4.007 2.228 -0.32
C 0.689 0.496 1.204 -0.10
C -0.027 5.502 2.642 -0.10
C -2.047 -7.142 -2.206 -0.10
C 4.877 0.008 0.006 -0.36
C -4.161 -0.645 -1.482 -0.06
C 0.478 3.561 6.684 -0.11
C -2.401 -3.541 -1.233 -0.40
C -1.846 1.022 -4.789 -0.03
C 0.138 -6.156 -4.120 -0.06
C 3.029 -3.990 -6.564 -0.14
C 1.574 -4.035 1.816 -0.03
C -1.955 0.111 -2.243 -0.16
C -4.424 4.959 -1.868 -0.15
C -2.473 2.266 -0.438 -0.28
C 2.786 0.797 -2.784 -0.04
C 2.954 -1.614 2.756 -0.07
C -1.791 -4.016 3.437 -0.43
H -3.234 -4.993 -0.298 0.07
H -3.950 2.081 6.024 0.08
H 0.410 -4.107 -4.749 0.11
H 1.812 0.581 -3.221 0.05
H 2.317 -3.430 -0.737 0.11
H -0.703 2.891 0.344 0.03
H -3.308 -0.855 2.125 0.09
H 2.477 5.462 -3.831 0.09
H 6.519 1.415 -0.156 0.08
H 1.531 -5.617 -6.188 0.08
H -0.604 -2.836 -0.323 0.09
H -2.142 4.156 -1.062 0.13
H 5.969 1.032 1.503 0.07
H -5.307 4.811 -2.489 0.09
H -2.313 -4.684 2.751 0.14
H 1.880 -0.589 -1.279 0.08
H -0.511 2.121 -0.723 0.01
H -3.674 5.537 -2.408 0.09
H -4.232 1.133 4.799 0.07
H -1.633 -4.372 -3.016 0.12
H -2.104 -2.397 2.111 0.05
H 2.383 -4.440 -5.657 -0.15
H 1.994 -3.364 2.566 0.04
H -1.559 2.053 -2.964 0.14
H 2.296 2.394 6.652 0.15
H -4.849 5.544 -1.053 0.09
H 2.438 2.457 4.022 0.13
H -0.309 7.912 4.123 0.09
H 0.197 -3.470 4.039 0.14
H -0.481 4.489 0.359 0.11
H -0.278 -2.024 -4.055 0.14
H 0.598 2.563 -1.992 0.07
H 2.306 -2.318 2.235 0.02
H 0.503 -0.019 -3.551 -0.09
H 3.297 -0.058 -2.341 0.04
H 1.323 3.161 2.841 0.05
H -0.782 -0.820 3.312 0.04
H -0.070 4.310 6.111 0.10
H 1.327 3.659 1.160 0.11
H 0.467 0.878 -5.145 0.06
H -1.549 1.785 2.668 0.07
H -0.160 2.687 6.816 0.04
H -0.088 -2.387 2.607 0.06
H 3.513 -3.319 -7.274 0.11
H 1.699 0.900 1.135 0.10
H -0.894 1.561 6.132 0.11
H 0.767 3.016 4.089 0.06
H 4.938 2.081 0.535 0.07
H -1.449 0.257 -1.289 0.06
H 2.216 -0.828 2.913 0.07
H 0.862 0.030 -6.564 0.09
H 3.706 -4.690 -6.075 0.14
H 0.791 -2.440 -0.664 0.00
H -2.933 0.960 -4.725 0.07
H -0.462 2.926 5.023 0.04
H -1.963 4.762 1.068 0.10
H 3.620 2.476 -1.627 0.15
H 1.897 -3.760 0.812 0.07
H -4.369 -1.579 -2.003 0.09
H 3.112 0.338 1.073 0.08
H 0.138 1.326 1.647 0.03
H 0.275 -0.623 3.960 0.11
H -0.170 8.259 2.357 0.09
H 0.636 -0.636 -3.159 0.00
H 3.774 1.072 -1.297 -0.08
H -4.395 1.470 -0.373 0.12
H -1.042 3.616 3.083 0.12
H 0.711 5.486 3.444 0.11
H -2.542 0.252 0.937 0.06
H -3.127 0.400 0.154 0.00
H -2.275 1.890 -1.442 0.10
H -1.545 -7.340 -1.259 0.09
H 0.747 -1.664 -0.399 0.02
H -1.626 1.935 -5.342 0.08
H -3.157 4.001 0.437 0.12
H -1.345 -7.176 -3.039 0.03
H 2.840 4.557 6.738 0.07
H -0.702 -5.927 -3.464 0.00
H 1.299 -2.230 -3.265 0.06
H -2.754 -7.972 -2.199 0.09
H 0.051 -5.117 3.547 0.13
H 1.210 0.372 2.892 0.06
H 2.331 -0.571 -4.878 0.14
H 3.492 3.776 5.593 0.08
H 2.262 -4.501 -7.145 0.12
H -1.891 -1.592 -0.392 0.08
H 2.546 -3.501 -3.427 0.13
H -1.731 0.373 3.624 0.10
H -0.829 -4.895 -1.478 0.13
H -2.996 3.062 4.263 0.14
H 0.358 -1.106 -1.962 0.06
H -1.696 8.341 3.173 0.09
H 2.049 -1.897 -1.734 0.08
H -3.331 -3.270 -1.732 0.13
H -1.973 -4.383 0.530 0.06
H 4.004 -0.414 -1.597 0.04
H -0.947 -0.060 -0.247 0.09
H -3.720 -0.857 -0.508 0.07
H 1.603 5.651 -2.322 0.08
H -1.130 -1.287 1.698 0.09
H -1.816 -0.934 -2.521 0.11
H 1.876 -5.070 1.973 0.11
H 1.468 3.599 -0.979 0.11
H -3.114 -4.240 4.817 0.08
H -1.636 3.089 6.368 0.09
H -1.594 0.095 -5.304 0.06
H -4.289 0.123 1.082 0.12
H 0.448 2.147 1.759 0.00
H 3.594 1.165 -3.417 0.13
H 3.075 -1.120 0.182 0.12
H 1.726 0.785 -0.312 0.02
H -3.360 -2.618 3.205 0.10
H 1.971 -1.703 -6.998 0.13
H 0.600 -7.044 -3.689 0.09
H 0.551 -2.515 -6.337 0.14
H 2.576 2.053 0.249 0.10
H -5.170 -0.247 -1.366 0.11
H -1.464 2.013 1.363 0.07
H 5.534 -0.862 -0.032 0.14
H 3.278 5.045 -2.292 0.09
H 0.485 5.987 1.812 0.11
H 0.700 1.535 -3.861 0.11
H -0.106 1.389 -1.892 0.01
H 0.671 4.051 7.638 0.10
H -0.360 0.930 3.423 0.06
H 3.176 -2.008 3.747 0.11
H 2.218 -5.024 -2.539 0.13
H -0.278 -6.599 -5.025 0.09
H -0.930 -2.006 -1.739 0.06
H -1.845 -1.853 3.824 0.09
H -1.980 -5.303 4.941 0.08
H -3.773 1.785 1.245 0.11

84
Properties=species:S:1:pos:R:3:lowdin_charge:R:1 method="wB97M-V/def2-TZVPD" total_charge=-1 orbital_gap_ev=5.82 multiplicity=1
N -1.812 1.106 0.051 0.13
N 0.438 0.863 1.611 0.14
N -0.938 -1.015 -1.481 0.15
N 0.600 1.395 -1.327 0.22
N -0.708 0.946 -5.519 0.11
N 1.487 -0.974 -0.140 0.13
N 2.876 3.408 -4.603 0.10
C 2.585 -0.892 0.657 -0.23
C 1.015 -2.332 -2.119 -0.08
C 5.818 0.637 3.722 -0.09
C 4.680 0.755 2.936 -0.03
C -2.184 -0.924 -2.028 -0.22
C 0.429 1.919 3.674 0.00
C 0.943 1.916 -3.798 -0.28
C -6.490 -0.394 -3.330 -0.09
C 1.730 -4.626 -2.861 -0.04
C 1.865 -1.794 -1.167 -0.22
C -3.714 2.229 -0.648 0.01
C 0.762 1.633 -2.447 -0.12
C 3.848 -0.342 2.717 -0.21
C 1.566 0.548 2.323 -0.22
C -3.273 2.854 0.462 0.00
C -4.251 0.263 -2.707 -0.21
C -1.705 5.555 4.171 -0.09
C 1.552 1.176 3.619 0.00
C 2.628 -0.221 1.872 -0.08
C -2.960 5.395 4.741 -0.10
C 2.598 -5.001 -5.074 -0.10
C 4.185 -1.561 3.301 -0.04
C 0.029 1.380 -4.742 -0.26
C 6.142 -0.583 4.302 -0.10
C -2.403 -1.953 -3.017 0.01
C -0.246 1.740 2.412 -0.22
C 2.437 -3.651 -5.358 -0.08
C 2.241 -5.487 -3.823 -0.09
C -3.204 3.306 3.573 -0.04
C 5.322 -1.682 4.087 -0.09
C -0.337 -2.027 -2.172 -0.23
C -2.812 1.128 -0.882 -0.22
C -1.247 -2.640 -3.108 0.01
C 1.923 -2.791 -4.397 -0.02
C 3.249 -2.180 -1.043 0.01
C -3.049 0.147 -1.832 -0.07
C -6.467 0.495 -4.396 -0.10
C 3.695 -1.628 0.105 0.00
C -5.332 1.265 -4.621 -0.08
C -3.709 4.266 4.437 -0.09
C 1.570 -3.272 -3.138 -0.22
C -1.408 2.416 2.070 -0.07
C 2.010 2.738 -4.235 -0.26
C -2.103 2.131 0.899 -0.22
C -4.232 1.148 -3.784 -0.02
C -1.943 3.454 2.992 -0.20
C -5.389 -0.508 -2.492 -0.04
C -1.203 4.593 3.306 -0.04
Be -0.045 0.259 -0.139 0.19
H -0.228 4.727 2.852 0.12
H -5.296 1.948 -5.461 0.10
H -1.115 6.435 4.396 0.10
H -4.574 2.465 -1.254 0.11
H -3.691 3.722 0.948 0.11
H 7.031 -0.673 4.915 0.09
H -3.307 -2.093 -3.588 0.11
H 4.676 -1.697 0.549 0.11
H -3.352 6.146 5.417 0.09
H 2.312 1.051 4.374 0.11
H -5.411 -1.199 -1.657 0.12
H 1.779 -1.740 -4.620 0.12
H 2.996 -5.671 -5.826 0.09
H 6.456 1.499 3.877 0.10
H 2.706 -3.265 -6.333 0.10
H 3.545 -2.420 3.132 0.12
H 0.072 2.522 4.493 0.11
H -4.689 4.131 4.879 0.10
H -3.784 2.421 3.342 0.12
H 5.570 -2.636 4.538 0.10
H 3.781 -2.805 -1.744 0.11
H 2.361 -6.540 -3.597 0.10
H 1.454 -5.001 -1.883 0.12
H -3.336 1.727 -3.975 0.12
H -1.005 -3.464 -3.760 0.11
H -7.324 0.583 -5.052 0.09
H 4.426 1.703 2.479 0.12
H -7.370 -1.000 -3.148 0.10

89
Properties=species:S:1:pos:R:3:lowdin_spin:R:1 method="wB97M-V/def2-TZVPD" total_charge=-1 orbital_gap_ev="4.67 / 5.79" multiplicity=5
Fe -0.375 -0.939 0.718 0.95
O -1.609 -2.702 1.124 0.00
N 1.286 -2.647 -1.839 0.10
N -2.426 -0.460 -0.015 0.24
N 1.073 -3.102 2.915 0.03
N 0.574 5.293 -7.181 0.00
N 0.973 -2.418 0.566 -0.01
N 1.002 0.346 0.272 -0.03
N -0.089 -0.993 2.794 0.06
N -0.812 1.097 3.822 0.06
N -0.375 -1.056 -1.242 0.07
N -1.563 1.777 -0.782 0.11
N -1.150 1.145 1.474 0.03
C -0.898 -1.527 7.355 0.01
C 1.586 -2.883 -0.574 0.11
C 2.053 2.064 -0.713 0.01
C 2.165 0.553 0.936 0.01
C 0.250 3.859 -5.045 0.00
C -1.608 0.133 -4.509 0.00
C -4.494 -0.194 -0.934 0.11
C -0.639 5.535 2.791 0.04
C 3.385 -4.863 1.861 0.03
C -1.133 3.406 1.106 0.06
C -0.579 -0.923 5.088 0.01
C -0.881 3.194 2.470 0.06
C -1.250 -0.412 -5.738 0.00
C -0.638 4.258 3.329 0.03
C 0.097 -3.118 5.818 0.01
C 3.519 -4.568 -0.958 0.00
C -0.040 -2.164 4.828 0.01
C -1.135 4.686 0.570 0.03
C 0.289 -1.953 -4.686 0.00
C 0.431 4.657 -6.233 0.00
C 0.979 2.086 -3.601 0.00
C 4.363 -5.433 -0.290 0.05
C -1.012 -0.383 -3.372 0.00
C 2.847 1.611 0.362 0.00
C -0.093 -1.418 -3.470 0.00
C -0.544 -0.165 3.815 0.10
C -2.289 0.453 -1.112 0.08
C -0.352 -2.784 7.091 0.01
C 0.340 -2.154 3.400 0.10
C 0.321 -1.759 -2.091 0.03
C -1.012 -0.570 6.352 0.01
C -1.324 2.082 0.542 0.25
C 1.163 2.850 -4.736 0.00
C 1.501 -3.101 1.632 0.21
C -0.306 -1.434 -5.830 0.00
C -0.325 1.409 -1.567 0.04
C 2.539 -3.982 1.184 0.04
C -3.649 0.592 -1.696 0.26
C 0.919 1.265 -0.742 0.00
C -1.010 3.319 -3.071 0.00
C -1.049 0.023 -1.936 0.04
C -0.835 4.093 -4.209 0.00
C 4.294 -5.580 1.110 0.01
C -0.905 1.758 2.644 0.23
C -3.717 -0.816 0.060 0.23
C -0.110 2.310 -2.756 0.00
C -0.881 5.747 1.426 0.04
C 2.607 -3.840 -0.200 0.06
H -2.323 0.943 -4.450 0.00
H -4.072 -1.506 0.813 0.02
H -1.419 0.414 6.540 0.00
H 1.022 -2.747 -4.729 0.00
H -1.029 -3.460 1.267 0.00
H -0.864 6.757 1.037 0.00
H 1.681 1.298 -3.362 0.00
H 3.557 -4.449 -2.033 0.00
H 4.970 -6.268 1.602 0.00
H -1.865 3.466 -2.425 0.00
H -2.106 -2.585 1.942 0.00
H -1.318 4.849 -0.484 0.00
H 3.804 1.997 0.674 0.00
H 3.323 -4.972 2.936 0.00
H -3.896 1.237 -2.525 0.02
H -0.274 -3.507 7.893 0.00
H 5.091 -6.011 -0.846 0.00
H -0.448 4.089 4.381 0.00
H -0.443 6.386 3.432 0.00
H -1.236 -1.296 8.358 0.00
H -0.042 -1.829 -6.802 0.00
H 0.539 -4.082 5.602 0.00
H -1.705 -0.027 -6.642 0.00
H 2.264 2.889 -1.376 0.00
H -5.559 -0.320 -1.060 0.00
H -1.541 4.876 -4.455 0.00
H 2.438 -0.068 1.775 0.00
H 2.003 2.666 -5.392 0.00

106
Properties=species:S:1:pos:R:3:lowdin_charge:R:1 method="wB97M-V/def2-TZVPD" total_charge=-2 orbital_gap_ev=6.09 multiplicity=1
Y 0.314 -0.254 0.084 1.64
Br 2.407 1.286 8.192 0.68
S -6.949 -3.000 -0.019 0.40
F 2.884 4.203 -0.200 0.11
F 4.343 0.448 3.483 0.07
F 3.726 0.245 -1.422 0.09
F 5.428 2.853 3.527 0.09
F 4.610 1.603 -3.533 0.10
F 1.723 -0.828 -6.344 0.09
F 3.655 1.090 -6.041 0.08
F 4.745 4.797 1.740 0.07
F 1.805 1.706 -0.334 0.03
F 0.690 -2.084 -4.257 0.08
O 0.286 1.102 2.090 -0.18
O 0.309 -0.585 3.556 0.00
O -6.555 -4.347 0.390 -0.39
O -6.901 -2.789 -1.464 -0.38
O -8.170 -2.520 0.615 -0.38
N -1.932 -0.247 1.619 0.06
N 2.444 -0.228 1.272 -0.06
N -0.669 0.399 -1.996 -0.03
N -1.414 -1.846 -0.815 0.03
N 1.253 -2.808 0.796 -0.23
N 1.638 -1.549 -1.558 -0.09
N -0.772 2.376 -0.226 0.08
C -0.856 3.321 0.677 -0.14
C -3.835 -1.664 2.195 -0.04
C 0.767 -3.498 1.996 -0.09
C -5.621 -1.971 0.615 -0.28
C -3.150 -0.925 -4.455 -0.09
C -3.257 -0.702 1.369 -0.32
C 1.689 -1.209 -4.015 -0.15
C 1.149 -3.691 -0.382 -0.19
C 3.627 0.700 -3.696 -0.16
C 0.077 1.992 -3.731 -0.03
C -1.954 -1.596 -2.045 -0.17
C 0.412 3.312 -4.074 -0.08
C 3.165 0.429 -4.970 -0.17
C 2.313 3.232 6.119 -0.14
C 2.204 -0.553 -5.117 -0.17
C 4.196 3.562 1.659 -0.17
C 1.420 1.065 5.529 -0.06
C 2.727 2.003 0.631 -0.14
C -0.614 4.681 0.404 -0.05
C 2.994 -1.406 1.910 -0.22
C 1.187 -2.926 -1.727 -0.23
C 2.015 3.691 4.845 -0.07
C -2.937 -3.694 -0.567 -0.02
C 2.004 1.921 6.442 -0.67
C -5.108 -0.933 -0.145 -0.05
C 0.517 0.593 3.229 -0.60
C 2.110 -0.958 -2.684 -0.21
C -3.469 -3.470 -1.803 0.01
C -1.914 -2.843 -0.120 -0.16
C 4.559 2.563 2.542 -0.17
C 4.014 1.294 2.476 -0.14
C -5.006 -2.301 1.813 -0.07
C 3.136 0.013 -2.606 -0.15
C -1.531 -0.388 -2.708 -0.23
C -2.980 -2.399 -2.583 -0.15
C 1.422 2.848 3.918 -0.02
C 3.060 0.928 1.490 -0.23
C 1.128 1.535 4.255 -0.11
C -3.932 -0.296 0.224 -0.03
C 2.708 -2.569 0.994 -0.21
C -2.156 -0.092 -3.913 -0.03
C 3.251 3.265 0.684 -0.15
C -0.232 5.037 -0.856 -0.03
C 0.308 4.335 -3.173 -0.06
C -0.436 2.720 -1.497 -0.17
C -0.359 1.654 -2.461 -0.24
C -3.568 -2.061 -3.825 -0.06
C -0.122 4.049 -1.858 -0.17
H 2.581 -1.572 2.914 0.10
H -1.084 3.005 1.688 0.10
H 2.267 4.708 4.571 0.11
H -1.852 0.765 1.603 0.07
H 1.192 0.035 5.767 0.11
H -3.603 -0.628 -5.395 0.10
H -3.489 0.455 -0.421 0.11
H 1.963 -4.429 -0.324 0.11
H -3.322 -1.960 3.105 0.11
H -1.523 -2.963 0.879 0.08
H -0.258 -3.837 1.869 0.06
H 0.190 1.214 -4.473 0.10
H 0.572 5.353 -3.436 0.10
H -4.373 -2.673 -4.210 0.11
H 2.783 3.875 6.851 0.09
H -4.322 -4.038 -2.155 0.12
H 1.380 -4.387 2.213 0.09
H 0.193 -3.008 -2.172 0.08
H -5.587 -0.688 -1.085 0.11
H -1.915 0.816 -4.444 0.09
H -1.581 -0.551 2.525 0.07
H 0.005 6.066 -1.102 0.11
H 0.770 3.510 -5.078 0.10
H 0.217 -4.254 -0.315 0.10
H -5.412 -3.107 2.410 0.11
H 0.805 -2.823 2.851 0.07
H -0.706 5.408 1.200 0.10
H 1.855 -3.470 -2.410 0.12
H 3.163 -3.502 1.365 0.12
H -3.341 -4.448 0.094 0.12
H 4.081 -1.350 2.028 0.12
H 1.209 3.191 2.914 0.11
H 3.124 -2.332 0.018 0.11

| no. | F_max (hartree/bohr) | E_tot (Ha) |
| --- | --- | --- |
| 1 | 0.207 | -3465.49218 |
| 2 | 0.007 | -2244.21275 |
| 3 | 0.010 | -3787.31032 |
| 4 | 0.011 | -6617.94564 |